Formula: C20H15FN7O4V
Source: OMol25
Level of theory: the ωB97M-V functional and the def2-TZVPD basis

```
48
Properties=species:S:1:pos:R:3:forces:R:3:mulliken_spin:R:1
V 0.3273 -0.8565 0.3963 0.2632 0.3545 -1.1870 2.9089
N -2.6857 0.0913 3.3759 0.1928 -0.2858 -1.3675 0.0056
C -2.0490 -0.4120 2.2858 0.4356 1.4649 1.5562 0.0474
N -0.9701 0.1517 1.7729 -0.0114 -0.7951 0.2865 0.0076
C -0.3761 1.2830 2.3600 -0.4652 1.2432 -0.2965 -0.0182
N 0.8045 1.7532 1.9713 -1.7287 -1.0942 0.4185 0.0047
N 1.3699 0.8704 1.0431 0.5301 -0.4963 1.1697 -0.0375
C 2.6512 0.9173 0.9287 -1.1603 -0.6175 -1.6377 0.0525
C 3.3030 -0.0132 0.0056 -2.0219 -1.2493 -1.7700 0.0087
C 4.4769 0.2058 -0.6924 1.2711 -0.2332 0.0234 0.0061
C 4.8510 -0.7550 -1.6394 0.3175 -0.8671 -1.0325 0.0096
C 4.0284 -1.8276 -1.9577 0.9395 -0.0544 -0.3773 0.0043
C 2.8551 -1.9520 -1.2689 0.0884 0.4679 0.3606 0.0273
N 2.4521 -1.0791 -0.3815 0.6857 1.5772 1.7104 -0.0052
C -1.2290 2.0075 3.3690 1.0088 -0.5065 -0.2684 -0.0115
C -0.8478 3.2579 3.8787 -2.1121 -0.1267 0.7299 -0.0028
C -1.7162 3.8261 4.8441 2.0351 1.4684 -0.1883 0.0006
C -2.7954 3.1538 5.3987 -0.5240 0.5082 -0.3220 -0.0018
C -3.1257 1.9103 4.9269 -0.8882 -1.0883 -0.2971 0.0028
C -2.3841 1.3616 3.8856 1.1996 -0.0888 -0.0740 -0.0032
H -3.5357 -0.3654 3.6757 0.0836 -0.0113 0.0335 0.0000
H -2.4006 -1.3446 1.8795 -0.2341 -0.2154 -0.3520 -0.0141
H 3.2034 1.7219 1.2693 1.0370 1.5126 1.2595 0.0051
H 5.2332 1.0146 -0.5730 -1.1492 -0.4361 0.5028 0.0005
H 5.8151 -0.7269 -2.1640 -0.4228 0.4663 0.3357 0.0005
H 4.2300 -2.6187 -2.6949 0.4174 0.6796 0.3639 0.0000
H 2.2682 -2.8123 -1.4025 -1.1308 -0.8478 -0.2809 -0.0017
H -0.0130 3.8083 3.4681 0.0452 -0.1465 0.1132 -0.0001
H -1.4409 4.8611 5.1861 -0.5408 -1.1884 -0.2429 0.0001
H -3.4956 3.6398 6.0803 0.5651 -0.0705 0.0617 -0.0001
H -4.0127 1.3561 5.3093 0.7826 0.5180 -0.2811 0.0002
F -0.0193 -1.6797 -6.5225 0.1240 0.0118 -0.5686 0.0000
C -0.2122 -1.2404 -5.3008 0.2892 1.3488 0.4188 0.0007
C -0.8332 -1.9709 -4.4004 -0.6892 -0.9843 0.3061 0.0002
N -1.0140 -1.5517 -3.0756 -0.6218 -2.1052 -0.1917 0.0021
C -1.9605 -2.4120 -2.2869 -0.6870 0.8821 -0.2758 0.0067
C -1.6855 -2.4832 -0.7683 0.3143 -0.0575 -0.1765 -0.0200
O -2.6568 -2.4645 -0.0258 0.4543 0.0946 0.0507 0.0022
O -0.4291 -2.5823 -0.4377 -0.7288 0.3054 0.0742 0.0170
C -0.4697 -0.3931 -2.6545 -1.3619 -1.8367 -0.5056 -0.0049
O -0.4370 0.0147 -1.5170 0.1207 0.4435 3.2193 -0.0011
N -0.0230 0.3893 -3.6118 2.2371 3.6057 -1.5004 0.0022
C 0.1953 0.1544 -4.9672 -0.3839 -1.8976 -1.4175 -0.0001
O 0.6210 0.9106 -5.7971 0.1212 0.5779 0.8802 0.0001
H -1.2543 -2.9425 -4.7163 0.3061 0.6080 0.5704 0.0003
H -1.9584 -3.4215 -2.7086 0.4593 0.1278 0.1402 0.0003
H -3.0002 -2.0451 -2.5024 0.9302 -0.1204 0.5684 -0.0005
H 0.3453 1.2894 -3.2438 -0.3927 -0.8454 -0.5425 -0.0013
```
Positions in Å, forces in eV/Å.

Computed properties:
**E_tot**: -2499.159438 Ha
**LUMO energy (alpha / beta)**: -3.982 / -4.007 eV
**2S+1**: 4
**Energy relative to the best compared isomer or geometry (same formula, charge and spin)**: 37.19 kJ/mol
**Net charge**: +1